Record 1
The following is a DFT calculation (ωB97M-V with the def2-TZVPD basis set) of a 7-piece molecular cluster, C24H42O9S3 overall at a distorted geometry.

Its spin multiplicity is 1. Its orbital gap is 9.25 eV. As for the highest occupied orbital energy: -8.9 eV. The value obtained for the maximum force is 6.387 eV/Å. The LUMO energy is 0.389 eV.

Last columns: bonded neighbours and bond lengths (Å).
Atoms and positions in Å:
1 C -12.16 -25.22 -33.09  S2 1.860, H5 1.090, H6 1.090, H7 1.090
2 S -11.43 -25.82 -34.70  C1 1.860, O3 1.546, C4 1.846
3 O -12.62 -26.34 -35.53  S2 1.546
4 C -10.85 -24.18 -35.31  S2 1.846, H8 1.090, H9 1.090, H10 1.090
5 H -13.12 -24.75 -33.31  C1 1.090
6 H -11.50 -24.53 -32.57  C1 1.090
7 H -12.41 -26.06 -32.44  C1 1.090
8 H -10.02 -23.86 -34.67  C4 1.090
9 H -11.75 -23.57 -35.20  C4 1.090
10 H -10.45 -24.32 -36.31  C4 1.090
11 C -22.49 -18.02 -22.95  S12 1.905, H15 1.090, H16 1.090, H17 1.090
12 S -22.00 -18.23 -24.78  C11 1.905, O13 1.526, C14 1.839
13 O -21.05 -19.40 -24.98  S12 1.526
14 C -23.73 -18.63 -25.29  S12 1.839, H18 1.090, H19 1.090, H20 1.090
15 H -23.29 -18.69 -22.63  C11 1.090
16 H -22.85 -17.00 -22.84  C11 1.090
17 H -21.65 -17.96 -22.26  C11 1.090
18 H -24.41 -17.85 -24.96  C14 1.090
19 H -24.06 -19.62 -24.99  C14 1.090
20 H -23.65 -18.67 -26.37  C14 1.090
21 C -18.39 -18.34 -31.42  S22 1.865, H25 1.090, H26 1.090, H27 1.090
22 S -17.70 -17.07 -32.60  C21 1.865, O23 1.541, C24 1.857
23 O -17.78 -15.78 -31.76  S22 1.541
24 C -15.91 -17.56 -32.49  S22 1.857, H28 1.090, H29 1.090, H30 1.090
25 H -17.98 -18.40 -30.42  C21 1.090
26 H -18.24 -19.34 -31.83  C21 1.090
27 H -19.43 -18.09 -31.25  C21 1.090
28 H -15.34 -16.66 -32.30  C24 1.090
29 H -15.66 -18.00 -33.45  C24 1.090
30 H -15.87 -18.28 -31.67  C24 1.090
31 C -20.19 -25.75 -31.74  C32 1.380, C36 1.401, H37 1.080
32 C -21.55 -25.99 -31.86  C31 1.380, C33 1.388, H38 1.080
33 C -22.42 -25.40 -30.95  C32 1.388, C34 1.409, H39 1.080
34 C -21.91 -24.51 -29.99  C33 1.409, C35 1.396, H40 1.080
35 C -20.54 -24.29 -29.96  C34 1.396, C36 1.387, H41 1.080
36 C -19.61 -24.91 -30.78  C31 1.401, C35 1.387, H42 1.080
37 H -19.49 -26.25 -32.39  C31 1.080
38 H -21.93 -26.80 -32.47  C32 1.080
39 H -23.48 -25.60 -30.94  C33 1.080
40 H -22.49 -23.94 -29.27  C34 1.080
41 H -20.22 -23.57 -29.22  C35 1.080
42 H -18.56 -24.71 -30.62  C36 1.080
43 O -13.99 -21.34 -27.47  C44 1.216
44 C -14.11 -21.14 -26.27  O43 1.216, O45 1.345, C48 1.484
45 O -13.69 -20.04 -25.62  C44 1.345, C46 1.447
46 C -14.02 -20.00 -24.21  O45 1.447, C47 1.527, H49 1.090, H50 1.090
47 C -14.24 -21.50 -24.01  C46 1.527, C48 1.499, H51 1.090, H52 1.090
48 C -14.77 -22.05 -25.30  C44 1.484, C47 1.499, H53 1.090, H54 1.090
49 H -14.94 -19.44 -24.06  C46 1.090
50 H -13.29 -19.50 -23.57  C46 1.090
51 H -14.83 -21.72 -23.13  C47 1.090
52 H -13.30 -21.98 -23.78  C47 1.090
53 H -15.84 -21.93 -25.52  C48 1.090
54 H -14.50 -23.10 -25.31  C48 1.090
55 O -10.81 -12.95 -21.79  C56 1.246
56 C -10.42 -12.86 -22.97  O55 1.246, O57 1.339, C60 1.506
57 O -10.62 -13.86 -23.84  C56 1.339, C58 1.396
58 C -10.02 -13.67 -25.08  O57 1.396, C59 1.532, H61 1.090, H62 1.090
59 C -8.95 -12.63 -24.78  C58 1.532, C60 1.558, H63 1.090, H64 1.090
60 C -9.71 -11.77 -23.72  C56 1.506, C59 1.558, H65 1.090, H66 1.090
61 H -10.85 -13.27 -25.67  C58 1.090
62 H -9.76 -14.61 -25.58  C58 1.090
63 H -8.91 -11.97 -25.65  C59 1.090
64 H -7.97 -13.06 -24.56  C59 1.090
65 H -10.46 -11.17 -24.24  C60 1.090
66 H -9.08 -11.26 -23.00  C60 1.090
67 O -10.93 -22.65 -17.26  C68 1.275
68 C -11.04 -21.39 -17.11  O67 1.275, O69 1.300, C72 1.535
69 O -11.35 -20.61 -18.10  C68 1.300, C70 1.479
70 C -10.97 -19.20 -17.84  O69 1.479, C71 1.529, H73 1.090, H74 1.090
71 C -10.32 -19.31 -16.46  C70 1.529, C72 1.528, H75 1.090, H76 1.090
72 C -10.78 -20.61 -15.81  C68 1.535, C71 1.528, H77 1.090, H78 1.090
73 H -11.87 -18.59 -17.74  C70 1.090
74 H -10.34 -18.85 -18.65  C70 1.090
75 H -10.54 -18.47 -15.80  C71 1.090
76 H -9.27 -19.22 -16.70  C71 1.090
77 H -11.73 -20.60 -15.27  C72 1.090
78 H -10.10 -21.10 -15.11  C72 1.090

Record 2
The following is a DFT calculation (ωB97M-V with the def2-TZVPD basis set) of a 21-piece molecular cluster, C9H59O24PS3 overall at a distorted geometry.

Its spin multiplicity is 1. Its orbital gap is 5.11 eV. As for the highest occupied orbital energy: -5.7 eV. The value obtained for the maximum force is 3.785 eV/Å. The LUMO energy is -0.635 eV.

Last columns: bonded neighbours and bond lengths (Å).
Atoms and positions in Å:
1 O -0.62 2.98 3.41  C8 1.239
2 O 0.35 3.86 5.30  C8 1.366, C10 1.437
3 O 0.63 -2.39 -2.04  P9 1.646, C14 1.387
4 O -2.17 -1.92 -2.03  P9 1.632, C15 1.411
5 S -0.01 5.91 6.73  C10 1.803, H18 1.403
6 S -0.53 -0.77 0.61  P9 2.182, C16 1.873
7 S 1.46 0.79 2.97  C11 1.891, C17 1.840
8 C 0.36 3.12 4.15  O1 1.239, O2 1.366, C11 1.553
9 P -0.71 -1.74 -1.34  O3 1.646, O4 1.632, S6 2.182
10 C -0.60 4.94 5.32  O2 1.437, S5 1.803, H19 1.134, H20 1.082
11 C 1.72 2.52 3.70  S7 1.891, C8 1.553, H21 1.084, H22 1.110
12 C 2.38 -4.00 -2.09  C14 1.563, H23 1.134, H24 1.117, H25 1.130
13 C -3.52 -2.32 -3.87  C15 1.502, H26 1.096, H27 1.117, H28 1.103
14 C 1.53 -3.04 -1.20  O3 1.387, C12 1.563, H29 1.126, H30 1.057
15 C -2.18 -2.61 -3.26  O4 1.411, C13 1.502, H31 1.071, H32 1.080
16 C 1.00 0.29 0.37  S6 1.873, C17 1.493, H33 1.094, H34 1.089
17 C 1.01 1.45 1.31  S7 1.840, C16 1.493, H35 1.104, H36 1.065
18 H -1.11 6.79 6.74  S5 1.403
19 H -1.65 4.63 5.61  C10 1.134
20 H -0.68 5.47 4.39  C10 1.082
21 H 2.35 2.45 4.57  C11 1.084
22 H 2.26 3.13 2.94  C11 1.110
23 H 2.85 -3.51 -3.00  C12 1.134
24 H 1.75 -4.86 -2.42  C12 1.117
25 H 3.27 -4.41 -1.52  C12 1.130
26 H -3.60 -1.25 -4.10  C13 1.096
27 H -3.69 -2.94 -4.78  C13 1.117
28 H -4.31 -2.63 -3.17  C13 1.103
29 H 2.11 -2.26 -0.64  C14 1.126
30 H 1.02 -3.57 -0.44  C14 1.057
31 H -1.40 -2.20 -3.89  C15 1.071
32 H -2.06 -3.67 -3.11  C15 1.080
33 H 1.03 0.83 -0.58  C16 1.094
34 H 1.93 -0.23 0.58  C16 1.089
35 H 1.79 2.14 0.95  C17 1.104
36 H 0.10 1.98 1.21  C17 1.065
37 O 4.37 -2.31 0.57  H38 1.012, H39 1.012
38 H 4.98 -3.10 0.67  O37 1.012
39 H 4.58 -1.85 -0.30  O37 1.012
40 O -0.27 4.42 -0.05  H41 1.012, H42 1.012
41 H 0.21 4.74 0.77  O40 1.012
42 H -1.27 4.44 0.14  O40 1.012
43 O -0.68 -5.88 0.38  H44 1.012, H45 1.012
44 H -1.13 -5.32 1.09  O43 1.012
45 H -0.31 -6.71 0.83  O43 1.012
46 O 1.75 -2.76 1.83  H47 1.012, H48 1.012
47 H 2.53 -2.67 1.20  O46 1.012
48 H 1.03 -2.12 1.54  O46 1.012
49 O -4.96 -4.96 -5.97  H50 1.012, H51 1.012
50 H -4.61 -4.20 -6.54  O49 1.012
51 H -4.17 -5.46 -5.60  O49 1.012
52 O -0.97 -6.35 -2.22  H53 1.012, H54 1.012
53 H -0.87 -7.21 -1.71  O52 1.012
54 H -0.84 -5.58 -1.57  O52 1.012
55 O 5.80 -3.72 -2.74  H56 1.012, H57 1.012
56 H 5.88 -2.84 -2.25  O55 1.012
57 H 6.60 -4.29 -2.50  O55 1.012
58 O 1.23 5.64 1.88  H59 1.012, H60 1.012
59 H 1.34 5.97 0.93  O58 1.012
60 H 1.77 6.25 2.48  O58 1.012
61 O -2.76 8.15 5.73  H62 1.012, H63 1.012
62 H -1.92 8.60 5.42  O61 1.012
63 H -3.33 8.83 6.22  O61 1.012
64 O -3.15 2.13 2.36  H65 1.012, H66 1.012
65 H -3.79 2.91 2.22  O64 1.012
66 H -2.25 2.51 2.64  O64 1.012
67 O -7.01 -3.37 -2.43  H68 1.012, H69 1.012
68 H -6.57 -4.28 -2.35  O67 1.012
69 H -6.97 -2.93 -1.52  O67 1.012
70 O -4.07 5.89 6.20  H71 1.012, H72 1.012
71 H -5.06 5.88 6.01  O70 1.012
72 H -3.69 6.77 5.88  O70 1.012
73 O 3.33 4.34 5.87  H74 1.012, H75 1.012
74 H 2.43 4.80 5.79  O73 1.012
75 H 3.27 3.68 6.64  O73 1.012
76 O 3.88 1.35 -0.64  H77 1.012, H78 1.012
77 H 4.30 2.19 -1.01  O76 1.012
78 H 4.17 0.57 -1.21  O76 1.012
79 O 0.02 9.08 5.41  H80 1.012, H81 1.012
80 H 0.19 9.62 4.57  O79 1.012
81 H 0.78 8.44 5.53  O79 1.012
82 O 4.45 -5.51 -4.22  H83 1.012, H84 1.012
83 H 4.77 -4.88 -3.49  O82 1.012
84 H 5.15 -5.52 -4.95  O82 1.012
85 O -3.09 -3.37 -7.30  H86 1.012, H87 1.012
86 H -2.70 -2.43 -7.36  O85 1.012
87 H -2.34 -4.00 -7.05  O85 1.012
88 O 2.04 -5.40 -5.27  H89 1.012, H90 1.012
89 H 2.93 -5.54 -4.82  O88 1.012
90 H 1.88 -4.40 -5.35  O88 1.012
91 O 2.20 -0.68 -4.00  H92 1.012, H93 1.012
92 H 1.75 -1.58 -3.86  O91 1.012
93 H 1.67 -0.17 -4.70  O91 1.012
94 O -4.75 0.68 -2.01  H95 1.012, H96 1.012
95 H -5.35 -0.12 -2.15  O94 1.012
96 H -4.45 0.69 -1.04  O94 1.012

Record 3
The following is a DFT calculation (ωB97M-V with the def2-TZVPD basis set) of a 12-piece molecular cluster, H24O12 overall at a distorted geometry.

Its spin multiplicity is 1. As for the structure (SMILES): O.O.O.O.O.O.O.O.O.O.O.O. Its orbital gap is 8.36 eV. As for the highest occupied orbital energy: -8.1 eV. The value obtained for the maximum force is 6.603 eV/Å. The LUMO energy is 0.236 eV.

Last columns: bonded neighbours and bond lengths (Å).
Atoms and positions in Å:
1 H -0.41 0.04 -1.37  O25 0.964
2 H 0.29 -0.03 -0.02  O25 0.964
3 H -3.15 3.87 0.23  O26 0.964
4 H -2.52 4.36 -1.06  O26 0.964
5 H -2.59 2.12 -2.32  O27 0.964
6 H -3.34 0.81 -2.17  O27 0.964
7 H -2.45 -1.22 -2.73  O28 0.964
8 H -3.84 -1.36 -2.11  O28 0.964
9 H -3.52 -2.54 1.23  O29 0.964
10 H -2.32 -2.61 0.30  O29 0.964
11 H 0.36 1.53 3.33  O30 0.964
12 H 0.84 2.79 2.63  O30 0.964
13 H 1.67 -1.99 -1.84  O31 0.964
14 H 2.80 -0.99 -1.71  O31 0.964
15 H 3.52 2.89 2.10  O32 0.964
16 H 3.32 1.77 1.09  O32 0.964
17 H 2.99 -2.14 0.66  O33 0.964
18 H 3.73 -1.19 -0.26  O33 0.964
19 H -0.97 -0.88 1.28  O34 0.964
20 H -0.59 0.59 1.46  O34 0.964
21 H 4.47 1.07 -1.96  O35 0.964
22 H 4.55 -0.32 -2.57  O35 0.964
23 H -0.66 -4.33 2.68  O36 0.964
24 H -1.13 -2.88 2.74  O36 0.964
25 O 0.27 0.47 -0.84  H1 0.964, H2 0.964
26 O -2.40 3.72 -0.35  H3 0.964, H4 0.964
27 O -2.82 1.45 -1.67  H5 0.964, H6 0.964
28 O -3.00 -0.89 -2.01  H7 0.964, H8 0.964
29 O -3.06 -2.04 0.54  H9 0.964, H10 0.964
30 O 0.08 2.20 2.70  H11 0.964, H12 0.964
31 O 2.57 -1.91 -1.51  H13 0.964, H14 0.964
32 O 2.84 2.41 1.63  H15 0.964, H16 0.964
33 O 2.94 -1.26 0.28  H17 0.964, H18 0.964
34 O -1.35 0.00 1.38  H19 0.964, H20 0.964
35 O 4.05 0.20 -1.93  H21 0.964, H22 0.964
36 O -1.16 -3.67 2.18  H23 0.964, H24 0.964